Entry 1:
Density functional theory data (ωB97M-V with the def2-TZVPD basis set) for a cluster of 9 separate species, C28H64BO16 in total.

```
109
Properties=species:S:1:pos:R:3:forces:R:3
H -3.3217 -6.7835 1.9632 0.267 0.411 0.416
H -2.6100 6.2343 2.9654 -0.584 -0.041 -0.210
H 4.2755 3.3867 0.7025 -0.569 -0.164 -0.236
B -0.5395 0.4686 -0.8239 0.212 0.005 -1.389
H 4.4062 -1.5087 -2.8718 0.414 0.060 0.395
H 0.7293 -0.3885 3.6689 0.293 -0.170 0.300
H 6.3943 4.8881 -0.0561 0.895 0.004 0.065
C 1.1448 3.0436 3.0984 0.542 -0.472 0.131
H 1.1113 -0.3276 -3.2628 0.302 -0.325 0.467
O 1.6140 -0.6992 -3.9913 -0.791 -0.566 -1.629
H -0.7412 -2.7256 -5.9251 0.215 -0.087 -0.084
H -0.5769 5.7790 -0.0395 0.210 -0.164 -0.215
C -1.7301 -2.6466 -6.3765 0.202 0.872 1.119
C -1.1100 -6.3482 2.1136 -1.716 0.157 -1.648
H 3.3545 4.3124 -0.6459 -0.513 -0.912 0.441
C 1.3711 0.4431 3.3782 -0.719 0.774 0.299
H -3.3071 -0.5453 -4.5991 0.252 0.035 0.071
C -0.6948 -1.4363 0.3711 2.210 -3.875 4.615
O -0.1232 -0.2610 0.3803 -0.227 0.846 0.014
H 1.4835 2.9495 2.0666 -0.128 -0.170 -0.217
C 3.8505 -2.0495 2.0213 -1.116 -1.177 -0.099
H -1.9101 4.2128 0.7070 0.904 0.070 0.192
C -2.0613 5.2370 1.0480 -2.402 0.485 1.807
C 3.6321 -4.4094 2.8308 -1.486 0.279 -0.189
H -0.9693 -6.7603 3.1128 0.460 -0.371 -0.086
C -5.3438 1.3356 2.0205 -0.951 -0.069 0.643
H -0.2149 -6.2739 0.1063 0.187 0.581 0.203
H -5.5309 1.7406 -0.7455 -0.185 -0.099 0.481
H 2.3834 -3.9709 -3.5460 0.698 0.191 0.419
H 0.9233 -5.9450 1.5469 0.033 0.598 -0.553
O -0.3313 -2.3723 1.1497 -1.808 3.359 -3.064
H 0.4339 1.9039 4.7155 -0.620 -0.424 0.093
C -3.4705 5.5691 0.3929 0.112 -0.168 -0.106
H 3.2336 -1.5361 -1.5824 -0.212 -0.036 0.059
C 0.0887 -6.5064 1.1270 -0.200 -0.263 1.361
H 3.3789 -1.2832 1.4060 0.003 0.441 0.588
C 2.4874 -1.7697 -3.6423 -0.464 1.624 0.497
H -1.8302 -3.4611 -7.0939 -0.447 -0.106 0.301
H 3.7456 -4.0447 3.8516 0.494 -0.151 0.010
H -6.3690 1.5497 1.7187 -0.148 -0.003 -0.124
C 2.8467 -3.3214 2.0657 1.694 1.180 1.003
H 0.5081 -7.5114 1.0814 -0.440 -0.398 0.224
C 3.4124 -1.1607 -2.5900 1.340 -1.265 0.168
H -2.3271 -8.0481 1.3818 0.346 -0.216 0.026
H -2.5313 -6.6133 0.4329 0.323 0.317 0.022
H 3.4697 -0.0732 -2.5431 -0.432 -0.098 -0.401
O -1.5098 -0.4676 -1.4692 -0.444 1.243 0.229
H 2.0320 3.3304 3.6630 0.126 -0.046 0.178
H 3.0190 -2.0176 -4.5610 0.248 0.532 -0.090
H -0.5171 1.0972 2.1796 -0.085 -0.086 -0.186
O 0.6628 0.6009 -1.7334 0.449 0.825 0.525
O 6.0721 5.3947 0.6929 1.626 0.070 -0.476
O -5.2853 -0.7196 0.7570 -0.033 -0.652 0.734
H -2.9540 -1.7217 -3.2681 -0.384 0.417 0.010
H 1.5057 0.3179 2.3038 0.330 0.180 -0.061
H 1.2793 -3.2445 -2.3782 0.770 0.548 0.854
C 1.1077 1.8537 -1.6246 4.500 2.320 -1.694
O 0.0821 3.9400 -0.9163 -0.221 -4.370 0.174
H 0.4607 3.8913 3.1366 -0.229 -0.276 0.105
H 0.9497 -3.2808 -3.9322 -0.051 0.678 -0.900
H -3.7009 6.6314 0.3114 0.399 0.144 0.142
H 4.5574 -4.6301 2.2985 0.116 0.188 0.304
O -0.7060 1.5333 3.0137 -0.990 0.003 0.363
C -2.7170 -2.6086 -5.1618 0.470 0.831 -0.701
H -3.5603 5.1441 -0.6068 0.611 0.186 -0.365
C -2.3747 -6.9616 1.4538 0.038 -0.848 0.103
H -5.4091 0.7188 2.9168 0.010 0.139 0.212
H -5.8988 -0.5442 0.0398 -0.102 -0.292 0.028
H 4.3066 5.7480 1.3644 -0.616 -1.079 0.512
H -1.2450 5.3005 3.2132 0.346 -0.499 -0.532
O -1.5299 -4.9899 2.2748 0.488 -0.143 -0.028
H -4.8916 2.2922 2.2826 0.365 -0.110 -0.177
O 2.1798 2.4177 -2.0138 -4.053 -3.307 1.218
H 3.2493 6.7979 -0.5703 -0.214 -0.573 0.488
H -3.8178 1.9359 -0.2422 -0.034 0.516 -0.877
H -2.7781 4.4282 2.9756 -0.090 0.174 0.170
C 4.7158 5.4302 0.4055 -0.988 0.844 1.959
O -2.3942 -2.5473 -0.9813 2.321 4.068 1.014
C 1.8186 -3.0693 -3.3090 -1.760 -1.506 -0.052
H 3.0504 -5.3300 2.8786 -0.052 -0.108 0.049
C 4.3078 6.5755 -0.4356 0.347 0.971 -2.369
H 4.0674 -1.8244 3.0655 -0.685 0.691 0.051
H 2.6695 -3.7143 1.0645 -0.521 0.321 -0.150
H -2.0002 -3.5408 -3.5728 -0.086 0.255 0.116
H 2.3262 0.4183 3.9029 -0.050 -0.056 -0.085
O -0.9475 1.9052 -0.6497 -0.729 -1.417 0.959
C -4.6280 1.2273 -0.4147 1.713 -0.122 1.436
C 0.0506 2.6788 -0.9677 -0.302 4.953 -0.354
H -3.6403 0.3893 1.4028 0.316 -0.601 -0.615
O -2.4575 -3.7683 -4.3857 -0.583 -0.483 -0.388
C -2.6604 -1.3502 -4.2499 0.888 -1.345 -0.492
H -3.7297 -2.5506 -5.5609 -0.320 -1.030 0.105
H 4.7564 7.5325 -0.1694 0.307 -0.200 0.251
O 1.6381 -2.9394 2.7972 2.168 -1.187 -0.270
H 4.8673 -2.1548 1.6431 -0.131 -0.842 -0.604
H -0.7771 -4.4381 2.4994 0.244 0.213 -0.031
O -1.1077 6.1865 0.6489 0.089 -0.266 -0.149
H 4.6486 6.3047 -1.4350 0.144 0.474 -0.546
H -1.7137 -1.7006 -6.9179 -0.250 0.084 -0.112
C 4.2860 4.1008 -0.1209 -0.998 0.188 0.010
H -4.3664 5.1229 0.8244 0.258 -0.213 0.902
C -4.6376 0.5136 0.9808 -0.986 1.220 -1.667
C -2.1809 5.2816 2.6547 0.084 0.189 -1.564
H 4.9090 3.6685 -0.9039 0.534 0.360 -0.062
C -1.7022 -1.5270 -0.7099 -2.185 -4.213 -2.265
C 0.5329 1.7221 3.6453 1.564 0.734 -0.956
H -1.6111 -1.0712 -4.1534 -0.009 0.545 -0.018
H 1.0300 -2.4936 2.2029 -0.280 0.154 -0.469
H -4.3239 0.5013 -1.1686 0.141 0.110 -0.078
```
Positions in Å, forces in eV/Å.

Its charge is -1. As for the HOMO energy: -7.769 eV. For the relative energy (zero: lowest compared OMol25 entry of this formula, charge and spin), the calculation gives 1.7357 eV. The total energy is -2334.13210 hartree. The calculation puts the frontier orbital gap at 0.347 Ha. Its multiplicity is 1.

Atomic partial charges in e from the Mulliken method, atoms 1 to 2: number 1, H, carries 0.35; number 2, H, carries 0.40

---

Entry 2:
Density functional theory data (ωB97M-V with the def2-TZVPD basis set) for a cluster of 5 separate species, C28H64NO17PS5 in total.

```
116
Properties=species:S:1:pos:R:3:forces:R:3
H -6.0934 3.7719 -2.7120 0.040 0.023 -0.037
H -0.1039 -1.5821 3.5933 0.205 0.691 -0.421
H 1.7912 1.0977 5.0963 -0.487 -0.117 -0.469
H -1.9948 5.1790 -1.2216 0.074 -0.093 0.049
H 9.3057 -3.4627 1.4311 0.094 0.005 -0.032
H -0.4082 4.6256 -1.7927 -0.079 -0.124 0.074
O 2.3938 -5.8682 -4.1250 0.330 0.017 0.169
S 1.0173 -1.0737 3.0089 -0.141 -1.132 -0.002
H 2.8690 -3.1313 4.9303 0.342 0.218 -0.689
C 2.2718 -8.4633 -4.3001 -0.061 -0.079 0.004
H -1.8425 2.6759 -1.4627 -0.286 -0.022 -0.027
H -5.7249 2.2559 -3.5964 0.041 0.038 -0.004
S 2.4192 -7.0270 -3.2846 -0.760 -0.448 0.021
H 2.5215 0.8739 0.9449 -0.168 0.023 0.648
O 1.0074 -7.1645 -2.5453 0.409 -0.337 -0.337
C -1.4642 4.6968 -2.0442 -0.107 0.339 -0.323
C -1.1065 -0.8159 -0.5012 -0.437 0.311 0.440
H -3.9124 0.6558 5.1868 0.597 -0.145 0.142
O 7.7543 -1.2020 -2.1270 -0.043 0.129 0.380
O -4.0400 5.3207 -3.8726 0.362 -0.389 -0.144
O -3.4659 3.3563 -2.4877 -0.487 -0.053 -0.362
H -3.3718 -1.3022 0.8814 0.691 -0.327 0.285
O 6.6223 -2.3625 -0.2250 0.022 0.367 0.004
H 5.6557 -3.1330 -2.7988 0.041 0.061 0.074
C 4.7689 -1.9459 2.5162 0.668 0.707 0.584
H -9.3409 10.8470 -4.9055 0.031 -0.043 0.016
H -0.2943 1.0103 2.0017 0.392 0.105 0.408
C 0.5018 3.1515 1.3575 0.823 -0.315 3.032
C 0.7639 -6.3500 -1.3831 -0.221 0.733 0.503
C -2.7984 -1.2005 4.7850 0.008 0.074 -0.476
C -3.6543 -2.4844 2.6759 0.053 0.451 -0.237
H -4.5989 -2.7216 2.1335 0.685 -0.021 0.360
O 3.4671 -7.2350 -2.3288 0.050 0.338 -0.085
C 9.8232 -2.6150 -0.4860 0.527 0.335 0.554
N 0.2883 3.3263 0.2515 -0.458 0.233 -1.888
H -1.2872 0.0699 0.1482 -0.034 -0.654 -0.279
H -5.9455 6.9628 -4.0672 0.088 0.022 -0.044
C 0.8042 1.3857 4.6792 -0.338 0.611 0.147
O -3.4655 3.1389 -4.9492 0.131 0.321 -0.039
O -7.1996 10.1842 -3.2652 0.060 -0.282 0.158
H -0.0917 -6.7919 -0.8719 0.072 -0.263 -0.230
H 2.2462 -9.3442 -3.6631 -0.006 0.054 0.008
H 2.9818 2.0966 2.2035 -0.349 -0.604 -0.259
O 0.7734 2.8796 2.5977 -0.563 0.950 -1.573
O 0.1362 -2.7279 0.0818 0.533 -0.135 0.172
O 4.2916 -2.1301 3.8482 -0.209 -0.259 -0.512
C 3.4241 -3.2473 3.9709 -0.193 -0.910 0.731
H 10.4747 -2.1262 1.5114 0.035 -0.046 -0.079
H -5.8098 8.7130 -6.5653 -0.316 0.165 0.007
H 4.5134 -2.8489 1.9287 0.230 0.721 -0.074
H 1.6126 -6.4027 -0.6974 0.079 -0.104 -0.166
P 0.8562 1.0819 2.8385 0.513 -1.163 0.923
C -2.7137 -1.7144 1.6848 -1.527 -0.129 0.232
C 2.5883 1.0657 2.0385 0.300 0.692 0.549
H 3.1415 -8.4957 -4.9540 0.010 0.092 0.065
H -2.5634 -1.9770 5.5478 -0.140 0.528 -0.493
H -1.9390 2.1204 5.5933 0.113 -0.401 -0.719
H 10.0271 -1.6394 -0.9332 -0.176 -0.046 -0.091
H -1.5619 5.3460 -2.9161 -0.039 -0.055 0.001
H -10.0748 9.2156 -5.0269 0.048 -0.005 0.030
O -1.7633 -2.6689 1.1693 -0.123 1.765 -0.537
C -2.9220 0.2207 5.4393 0.137 -0.616 -0.168
H -5.4297 9.2470 -4.9357 -0.195 0.053 0.077
C 0.4429 -4.9153 -1.7480 0.048 -0.015 -0.091
H -6.4770 6.4538 -5.6625 0.049 0.060 -0.088
H -4.7699 6.8440 -5.3711 -0.044 0.111 -0.045
H -10.1201 10.1038 -3.4812 0.103 -0.046 0.034
H 5.0763 -0.0463 1.3862 -0.459 -0.052 0.543
C 9.5809 -2.4958 1.0068 -0.285 0.094 0.080
H -2.2042 -0.8387 2.1415 -0.104 -0.685 -0.081
H -0.3034 -0.4360 5.3961 0.193 0.706 -0.243
C 4.2340 -0.6110 1.8391 -0.629 -1.656 -0.839
H 6.5473 -4.4963 -2.0736 -0.011 0.045 0.014
H 5.0305 -4.6435 4.7038 -0.475 0.216 -0.378
C 4.1512 -4.6250 4.0307 -0.269 -0.219 -0.566
H 3.4375 -5.4090 4.3808 0.407 0.619 -0.169
C -4.0359 -1.6636 3.9456 0.298 -0.608 0.450
H 10.7000 -3.2389 -0.6604 -0.213 -0.138 -0.215
H -1.9297 -1.1749 4.0931 -0.445 -0.044 0.495
H 1.3629 -8.3828 -4.8921 0.026 0.041 0.036
S 7.4008 -2.4007 -1.4273 0.163 -0.770 -0.428
H -1.9813 -0.9103 -1.1822 0.579 0.035 0.399
H 7.2532 -3.5917 -3.4515 0.009 0.029 0.051
C -9.5432 9.9141 -4.3847 -0.036 0.026 -0.102
H -0.3573 -4.8764 -2.4910 -0.013 -0.076 0.049
C -5.7931 7.1219 -5.1335 -0.303 0.177 0.110
H -3.1638 -3.4506 2.9246 -0.258 0.663 0.039
O -7.4451 8.9153 -5.3700 -0.415 0.297 0.255
H 2.6810 -3.2829 3.1453 0.369 0.143 0.441
H 0.7020 2.4860 4.8298 0.027 -0.774 -0.120
H -0.1813 -0.6000 -1.0694 -0.644 -0.377 0.265
H -6.3032 3.6950 -4.4813 0.102 0.042 -0.011
O 8.7288 -3.2558 -1.1567 -0.364 0.040 -0.258
H 1.3108 -4.4166 -2.1815 -0.024 0.009 0.057
H -1.8417 1.4825 3.9299 -0.011 -0.445 0.463
C -0.8711 -2.1230 0.2836 0.222 0.242 -0.231
C -5.7136 3.3425 -3.6366 -0.038 -0.047 0.087
O -8.2805 7.9310 -3.2648 0.160 0.188 0.203
H 4.4509 -4.9458 3.0039 0.063 0.245 0.765
C -0.3551 0.6707 5.4219 -0.467 0.351 0.422
H -2.9108 0.0747 6.5443 0.096 0.413 -0.668
C 6.6415 -3.5254 -2.5550 0.059 -0.090 0.005
S -8.0103 9.1870 -3.8973 -0.190 0.041 -0.739
H -0.2517 0.9405 6.5014 0.056 -0.269 -0.707
C -6.0575 8.5653 -5.5137 0.727 -0.472 -0.063
C -2.0374 3.3224 -2.3186 0.918 0.183 0.177
S -4.0528 3.8884 -3.8787 -0.218 -0.403 0.763
O 3.4145 0.1514 2.7251 0.199 0.279 -0.757
H -4.6325 -2.3442 4.5990 0.097 0.631 -0.545
C -1.7775 1.1869 4.9992 -0.057 0.260 1.210
H 0.1377 -4.3493 -0.8608 0.167 -0.526 -0.395
H 5.8773 -1.8429 2.5840 -0.727 -0.322 -0.160
H -1.5613 2.8612 -3.1871 -0.209 0.019 -0.079
H -4.6778 -0.8008 3.6717 0.385 -0.427 0.092
H 3.5827 -0.9566 0.9943 0.451 0.405 0.438
H 8.7636 -1.8053 1.2186 0.049 -0.005 -0.011
```
Positions in Å, forces in eV/Å.

Its charge is 0. As for the HOMO energy: -9.110 eV. The total energy is -4771.24045 hartree. The calculation puts the frontier orbital gap at 0.348 Ha. Its SMILES is CCOCCOC[PH](S)(CCCCCCCCOC(C)=O)OC#N.CCOS(C)(=O)=O.CCOS(C)(=O)=O.CCOS(C)(=O)=O.CCOS(C)(=O)=O. Its multiplicity is 1.

Atomic partial charges in e from the Mulliken method, atoms 1 to 2: number 1, H, carries 0.32; number 2, H, carries 0.05

---

> Which of these has the lowest total energy?

C28H64NO17PS5